# 1
The following is a quantum chemistry calculation of C22H30Cl10I2N2OS as an isolated structure, from OMol25.

Total energy ... -6636.4194 Ha
LUMO energy ... -0.01214 Eh
Kohn-Sham gap ... 0.2846 Ha
HOMO level ... -8.076 eV

Structure (ORCA input):
```
! RIJCOSX wB97M-V def2-TZVPD def2/J DEFGRID3
* xyz 0 1
C -2.13782 -0.86279 0.66859
C -2.31349 0.03179 -0.55527
I -4.30551 0.64325 -1.01573
C -1.26622 0.38398 -1.32107
I -1.62258 1.59322 -3.07021
C 0.17074 -0.00833 -1.10413
C 0.89923 -0.40708 -2.20122
C 2.32768 -0.75928 -2.06885
C 3.06066 -1.12916 -3.36733
C 2.92177 0.19341 -4.25055
C 3.42781 0.01960 -5.73948
O 1.95723 0.14170 -5.26563
C 2.99177 -0.73851 -0.88771
C 2.28242 -0.33620 0.29657
N 2.75141 -0.22809 1.52971
S 1.50649 0.28756 2.45263
N 0.35962 0.41638 1.31751
C 0.87431 0.02373 0.15165
H -1.44016 -1.69390 0.50355
H -3.13075 -1.28152 0.91279
H -1.85072 -0.26020 1.54288
H 0.38844 -0.47542 -3.18575
H 4.14088 -1.25637 -3.22476
H 2.56174 -1.92660 -3.93241
H 3.12955 1.16193 -3.76022
H 3.24075 -0.98238 -6.13269
H 3.33962 0.94477 -6.31381
H 4.04854 -1.01870 -0.83311
Cl -2.77718 -3.47734 -3.43520
C -2.93220 -2.40073 -4.85009
C -1.63853 -2.28479 -5.61791
Cl -0.39732 -1.39384 -4.69702
H -3.27739 -1.43049 -4.49911
H -3.70381 -2.82614 -5.48749
H -1.80612 -1.73215 -6.54187
H -1.23373 -3.26212 -5.87373
Cl -0.50757 4.62727 4.25839
C -1.76441 3.46182 4.75182
C -1.17417 2.17056 5.26094
Cl -0.39345 1.22976 3.96059
H -2.42032 3.29364 3.90014
H -2.34438 3.93742 5.54208
H -1.96218 1.54236 5.67572
H -0.43333 2.34683 6.03852
Cl 2.40672 2.42490 5.67723
C 2.74221 4.07415 6.25917
C 3.53964 4.07335 7.53963
Cl 2.59301 3.45940 8.92038
H 1.79089 4.58907 6.37998
H 3.30534 4.57846 5.47442
H 3.83827 5.09117 7.78850
H 4.43769 3.46560 7.45059
Cl -6.99262 -2.78545 -5.69450
C -7.16025 -1.71582 -7.10948
C -5.87171 -1.59871 -7.88385
Cl -4.62676 -0.70348 -6.97498
H -7.50599 -0.74509 -6.76055
H -7.93334 -2.14685 -7.74467
H -6.04365 -1.05069 -8.80957
H -5.46717 -2.57670 -8.13683
Cl 1.54418 -1.91873 7.70415
C 3.13896 -2.45356 7.11576
C 3.92360 -1.32463 6.49485
Cl 3.21003 -0.77815 4.95838
H 2.98271 -3.26619 6.40947
H 3.67885 -2.84678 7.97662
H 4.93682 -1.65807 6.27207
H 3.98524 -0.46603 7.16150
*
```

***

# 2
The following is a quantum chemistry calculation of C22H30Cl2IrN2O2SeSi2 as an isolated structure, from OMol25.

Total energy ... -5120.9403 Ha
Relative energy (zero: lowest compared OMol25 entry of this formula, charge and spin) ... 3.48 kcal per mole
LUMO energy (spin up / spin down) ... -0.25124 / -0.32264 Eh
Kohn-Sham gap (spin up / spin down) ... 0.2486 / 0.1767 Ha
HOMO level (spin up / spin down) ... -13.602 / -13.587 eV

Structure (ORCA input):
```
! RIJCOSX wB97M-V def2-TZVPD def2/J DEFGRID3
* xyz 2 2
Ir -0.33010 -0.51373 -0.74545
Cl -5.03929 -6.07048 -1.29404
C -4.18897 -4.58236 -1.18500
C -4.66825 -3.46164 -1.88294
C -4.01367 -2.25722 -1.81466
Cl -4.61333 -0.89099 -2.67326
C -2.83422 -2.10496 -1.05102
O -2.30152 -0.91034 -0.97434
C -2.35910 -3.24672 -0.36369
C -1.22922 -3.18514 0.49427
O -0.39452 -2.25785 0.58630
C -3.05783 -4.47425 -0.42560
H -5.56579 -3.54905 -2.48158
H -1.06727 -4.04230 1.15718
H -2.68721 -5.32989 0.12569
C 2.26228 -2.04838 2.43917
N 2.43499 -0.59750 2.40112
C 2.36014 0.20075 1.33777
Se 2.05789 -0.31113 -0.47137
N 2.66686 1.44644 1.71230
C 2.93959 1.47608 3.07679
C 3.30375 2.50765 3.93660
C 3.50249 2.15508 5.25420
C 3.34680 0.82973 5.70129
C 2.98678 -0.18948 4.84624
C 2.78584 0.16862 3.51623
H 2.08946 -2.41504 1.43213
H 1.40998 -2.29542 3.06907
H 3.16533 -2.49852 2.84576
H 2.70187 2.22723 1.07431
H 3.43267 3.52552 3.59366
H 3.79156 2.91625 5.96586
H 3.51930 0.60670 6.74511
H 2.87335 -1.20717 5.19380
C -2.29614 3.36938 -0.19186
Si -0.79014 2.32541 -0.40476
C 0.78917 3.30449 -0.30307
C -0.84369 0.99596 1.01554
C -0.87489 1.15762 -1.82579
Si 0.03732 0.72081 -3.39323
C 0.25027 -1.15989 -2.94337
C 1.69933 1.49118 -3.65885
C -1.06482 0.86716 -4.86614
H -2.27965 3.91852 0.75270
H -3.20656 2.76793 -0.22631
H -2.35036 4.10679 -0.99773
H 0.99486 3.65186 0.71260
H 0.69083 4.19920 -0.92319
H 1.64147 2.73915 -0.68959
H -0.18706 1.34112 1.81846
H -0.65060 -0.11285 1.12008
H -1.88257 0.99876 1.35476
H -1.92969 0.99034 -2.08191
H 1.27753 -1.51970 -3.00196
H -0.37152 -1.74135 -3.63320
H -0.17381 -1.75935 -2.02647
H 2.38850 1.37427 -2.82157
H 1.57814 2.56086 -3.85007
H 2.16950 1.05815 -4.54536
H -1.98887 0.30008 -4.73232
H -0.57154 0.51845 -5.77640
H -1.33567 1.91513 -5.02286
*
```

***

# 3
The following is a quantum chemistry calculation of a 20-piece molecular cluster, C22H30Cl57NO6PS overall, from OMol25.

Total energy ... -28332.6805 Ha
Relative energy (zero: lowest compared OMol25 entry of this formula, charge and spin) ... 0.00 kcal per mole
LUMO energy ... -0.12745 Eh
Kohn-Sham gap ... 0.3071 Ha
HOMO level ... -11.825 eV

Structure (ORCA input):
```
! RIJCOSX wB97M-V def2-TZVPD def2/J DEFGRID3
* xyz 1 1
O 2.09831 3.51675 1.90967
P 2.36101 3.66287 0.48706
O 3.91136 3.69666 0.22466
O 1.71511 2.49404 -0.38634
N 1.78483 5.23857 -0.11953
C 0.32602 5.22395 -0.48057
C -0.68115 5.19250 0.73740
C -1.72402 4.11660 0.34669
S -3.29721 4.17976 1.22816
O -4.15124 4.95187 0.38046
O -3.19971 4.63640 2.58377
O -3.83838 2.65901 1.22907
H 4.37806 3.35000 1.00636
H 1.40408 2.81828 -1.24725
H 2.30425 5.43486 -0.98514
H 2.06020 5.93599 0.59353
H 0.11158 6.14694 -1.02287
H 0.07227 4.40159 -1.13835
H -0.13278 4.97823 1.65969
H -1.10593 6.19151 0.84464
H -1.97874 4.27219 -0.71075
H -1.24863 3.13218 0.42987
H -3.36745 2.13905 1.90727
C -4.24270 -0.76020 0.76685
Cl -5.48836 -1.99810 0.91027
Cl -3.67836 -0.25832 2.36869
Cl -2.88065 -1.34036 -0.19689
H -4.67702 0.09538 0.26449
C -4.15638 -4.76516 3.31891
Cl -5.42851 -5.97109 3.39497
Cl -3.81927 -4.10198 4.92193
Cl -2.69875 -5.46199 2.61457
H -4.48978 -3.95496 2.68106
C 1.03702 -5.01371 -2.45688
Cl -0.08682 -3.79558 -3.07845
Cl 0.54448 -6.62580 -2.98287
Cl 2.68996 -4.67428 -2.96502
H 1.00431 -4.98080 -1.37734
C -2.57082 4.36513 -3.94738
Cl -4.14877 4.39741 -3.17192
Cl -1.99945 6.00870 -4.25387
Cl -1.42289 3.46461 -2.92670
H -2.66006 3.84569 -4.89379
C 3.21989 -1.53344 -5.93339
Cl 2.47792 -0.44147 -7.10382
Cl 1.98586 -2.24921 -4.89947
Cl 4.15950 -2.78240 -6.75093
H 3.89180 -0.95884 -5.30897
C 1.06821 -0.04154 4.13298
Cl 0.58107 -1.47114 5.03410
Cl 2.53450 -0.38074 3.20614
Cl -0.29242 0.50885 3.12964
H 1.30931 0.74286 4.83971
C -6.25027 -5.60202 -1.16291
Cl -4.98328 -5.63796 0.06618
Cl -7.55101 -6.71450 -0.73388
Cl -6.86626 -3.95650 -1.32162
H -5.83612 -5.91575 -2.11219
C 4.14418 1.34953 7.88397
Cl 5.38620 2.54516 7.49012
Cl 2.60105 2.14263 8.26679
Cl 3.94265 0.15460 6.58064
H 4.48397 0.82078 8.76494
C 6.18139 -2.77134 4.55678
Cl 7.53022 -2.08549 3.64743
Cl 6.52535 -2.76555 6.28782
Cl 4.69182 -1.87770 4.21209
H 6.04333 -3.79783 4.24173
C -2.63123 1.33901 -6.84564
Cl -4.16741 1.24262 -5.98336
Cl -2.20102 3.01649 -7.18033
Cl -1.33344 0.57724 -5.92472
H -2.73481 0.81669 -7.78813
C -0.56686 6.61132 -8.09201
Cl -2.23335 6.66786 -7.49761
Cl 0.59143 6.62386 -6.75443
Cl -0.30881 5.19899 -9.11154
H -0.39948 7.49702 -8.69112
C -6.57670 6.49382 -6.84122
Cl -6.52255 6.04400 -8.54570
Cl -4.93944 6.64510 -6.18755
Cl -7.47579 7.99265 -6.61634
H -7.08492 5.70756 -6.29821
C 10.81153 -0.80407 1.39750
Cl 12.01208 0.42906 1.01408
Cl 9.94352 -0.39326 2.88099
Cl 9.68176 -1.01572 0.05671
H 11.32723 -1.74212 1.55682
C 3.40917 6.15829 3.95012
Cl 1.83316 6.36252 4.70395
Cl 3.33435 6.58210 2.22762
Cl 4.62498 7.13304 4.74820
H 3.69394 5.11467 4.01750
C 6.97860 8.47801 7.62364
Cl 5.39964 8.67017 8.38654
Cl 6.89525 8.90556 5.90844
Cl 8.19628 9.44854 8.44738
H 7.26614 7.43696 7.69742
C -9.48530 -5.00716 3.71217
Cl -8.65104 -5.67272 2.30378
Cl -8.36735 -4.75571 5.05603
Cl -10.29770 -3.49678 3.29459
H -10.23682 -5.71919 4.02745
C -5.72297 -9.22867 6.31565
Cl -4.91363 -9.88306 4.88928
Cl -4.57279 -8.99910 7.63475
Cl -6.53634 -7.71159 5.92637
H -6.47002 -9.94192 6.63829
C 0.97343 -8.66730 -6.02759
Cl -0.15130 -7.46175 -6.65741
Cl 0.51588 -10.28892 -6.55254
Cl 2.62453 -8.29626 -6.51608
H 0.92913 -8.63748 -4.94641
C 4.52608 -10.75245 -3.85830
Cl 4.48233 -11.30281 -5.53340
Cl 6.18963 -10.49138 -3.33078
Cl 3.57166 -9.27837 -3.65346
H 4.09137 -11.52486 -3.23759
*
```